ORCA calculation (ωB97M-V/def2-TZVPD) on a cluster of 2 separate species, C5H10NO in total.

XYZ file:
```
17
C5H10NO, DFT ωB97M-V/def2-TZVPD
C -1.092 -1.640 -2.378
C -0.408 -0.740 -1.902
C -0.701 2.170 0.221
C 0.358 1.180 -0.011
C 0.795 -1.372 0.655
N 0.287 0.014 0.978
O 0.466 -2.345 1.568
H -1.775 -2.389 -2.678
H -0.428 2.993 -0.365
H -1.628 1.776 0.033
H -0.675 2.475 1.201
H 1.246 1.556 -0.391
H 0.163 0.059 -1.686
H 1.736 -1.193 0.099
H 1.018 0.284 1.665
H -0.655 -0.118 1.146
H 1.291 -2.709 1.846
```

## Properties
Charge   +1
LUMO (spin up / spin down)   -0.159 / -0.176 hartree
Kohn-Sham gap (spin up / spin down)   9.4 / 8.3 eV
HOMO (spin up / spin down)   -13.69 / -13.12 eV
2S+1   1
Maximum force   5.91 eV Å⁻¹
ΔE to the lowest compared entry with this formula, charge and spin   8.383 eV

Just the natural (NBO) charges please, in e? Sure, here they are: atom 1 (C): -0.1274, atom 2 (C): -0.3107, atom 3 (C): -0.6920, atom 4 (C): 0.0835, atom 5 (C): 0.2937, atom 6 (N): -0.6189, atom 7 (O): -0.6376, atom 8 (H): 0.2525, atom 9 (H): 0.2591, atom 10 (H): 0.2398, atom 11 (H): 0.2375, atom 12 (H): 0.2111, atom 13 (H): 0.1984, atom 14 (H): 0.1812, atom 15 (H): 0.4671, atom 16 (H): 0.4527, atom 17 (H): 0.5098